ORCA calculation (ωB97M-V/def2-TZVPD) on an isolated molecule of C4H7NO in a non-equilibrium geometry.

## Properties
E_HOMO ... -9.330 eV
E_LUMO ... 1.2 eV
Gap between HOMO and LUMO ... 10.489 eV

ORCA input file:
```
! RIJCOSX wB97M-V def2-TZVPD def2/J DEFGRID3
* xyz 0 1
O -0.97 0.26 1.24
N 0.55 -1.53 -0.34
C -1.82 0.76 0.22
C 0.41 -0.17 -0.75
C 1.63 -0.58 -0.02
C -0.35 0.81 0.08
H -0.02 -1.59 0.51
H -2.34 -0.04 -0.34
H -2.49 1.58 0.50
H 1.73 -0.31 1.04
H 0.60 1.36 0.21
H 0.49 0.11 -1.80
H 2.57 -0.67 -0.55
*
```

Calculated atomic charges, method Mulliken, unit e: number 1, O, carries -0.448; number 2, N, carries -0.669; number 3, C, carries -0.286; number 4, C, carries -0.022; number 5, C, carries -0.614; number 6, C, carries -0.100; number 7, H, carries 0.353; number 8, H, carries 0.216; number 9, H, carries 0.261; number 10, H, carries 0.267; number 11, H, carries 0.353; number 12, H, carries 0.392; number 13, H, carries 0.299

***

ORCA calculation (ωB97M-V/def2-TZVPD) on a cluster of 12 separate species, C44H96F18N5O17 in total in a non-equilibrium geometry.

## Properties
E_HOMO ... -5.867 eV
E_LUMO ... 1.9 eV
Gap between HOMO and LUMO ... 7.767 eV

ORCA input file:
```
! RIJCOSX wB97M-V def2-TZVPD def2/J DEFGRID3
* xyz -1 1
F 4.56 -2.72 5.29
F 6.31 -1.60 4.34
F -3.52 -5.54 -0.57
F 1.25 -0.01 -5.91
F -3.78 -3.46 -0.16
F -3.41 4.90 1.19
F -1.69 2.91 8.16
F -5.21 -4.53 -1.49
F -1.15 -4.35 0.41
F 6.64 -2.76 6.16
F -0.13 -6.07 -0.11
F 0.38 -5.22 1.79
F 0.47 1.99 -5.97
F -1.13 4.29 6.56
F -2.25 3.40 0.33
F -4.13 2.94 1.05
F 2.59 1.59 -6.03
F -1.74 4.91 8.58
O 0.18 0.90 -3.42
O -3.15 5.00 -1.64
O -7.76 -0.40 -0.53
O -3.14 -5.06 -3.19
O 1.18 -1.22 1.87
O -0.30 -3.41 -5.80
O -3.36 -2.80 -2.90
O 0.45 -3.56 -1.22
O -4.29 4.11 7.99
O 5.85 1.66 0.33
O 5.14 -3.87 3.15
O 2.25 -4.64 -0.40
O 1.87 2.64 -3.77
O -2.03 1.46 5.65
O -4.56 3.19 -1.62
O -0.91 5.09 2.38
O 6.22 -5.08 4.77
N -0.39 2.32 2.97
N 7.00 4.27 0.88
N 0.82 -0.96 -1.16
N -1.20 -1.66 -3.86
N -5.21 0.67 -1.04
C -6.33 0.58 -2.03
C 1.01 -3.20 -5.43
C 7.53 -5.33 5.37
C 5.67 3.87 1.41
C 1.35 1.29 -3.87
C 1.41 1.25 -5.46
C -4.10 4.24 -0.95
C -1.82 -1.66 -5.18
C -0.88 -2.17 -6.27
C -1.64 5.44 -3.57
C -2.38 0.06 5.49
C -9.13 -0.84 -0.31
C -3.89 -4.40 -1.16
C -6.28 -0.78 -2.86
C -0.92 6.24 1.56
C 6.20 -3.91 4.01
C 4.76 5.04 1.64
C 0.02 -0.38 0.05
C -2.98 -4.03 -2.32
C -3.61 -0.13 4.53
C 0.04 -4.95 0.50
C 7.41 -6.55 6.32
C 0.68 3.42 3.10
C 4.93 0.64 -0.12
C 3.24 -3.68 -0.83
C -3.47 3.83 0.37
C -2.15 -5.29 -4.13
C 4.62 -3.97 -0.43
C -2.42 -0.28 -5.59
C 1.91 2.72 2.68
C 0.40 4.65 2.29
C 1.01 -4.02 -0.13
C 1.76 3.30 -2.56
C -3.41 4.13 7.16
C 5.03 2.82 0.56
C 1.19 -1.91 3.10
C -7.66 0.76 -1.35
C 2.87 4.23 -2.25
C -1.39 -0.14 -0.51
C -0.08 -1.20 1.33
C 5.95 -2.74 5.04
C -2.12 4.39 -2.50
C -1.94 4.05 7.61
C -0.76 -5.55 -3.70
H 5.03 -4.92 -0.72
H 3.11 4.93 -3.04
H -0.05 -1.48 -6.53
H 4.65 -4.00 0.64
H -0.35 5.98 0.71
H -6.12 1.38 -2.75
H -3.59 4.36 6.06
H 7.80 -4.42 5.82
H -4.39 0.33 -1.54
H -1.29 0.61 -1.26
H -0.49 7.09 2.10
H -4.78 2.36 -1.07
H -9.67 0.06 0.02
H -0.08 -5.91 -4.47
H -2.80 -0.34 6.42
H -6.56 -1.58 -2.15
H 3.79 4.77 2.04
H -2.54 3.52 -3.07
H 5.35 -3.20 -0.73
H -3.13 -0.06 -4.80
H -1.94 -3.91 -2.02
H 2.75 3.11 3.20
H 1.40 -4.12 -4.88
H -1.36 2.73 2.85
H 3.00 -2.66 -0.38
H -0.86 5.05 -4.21
H 5.06 -0.28 0.43
H 0.85 3.90 -2.54
H -1.94 6.49 1.29
H 2.09 2.87 1.61
H -0.26 -4.70 -3.19
H -1.38 1.67 5.01
H 3.89 0.96 0.02
H -4.89 4.95 -0.64
H 5.89 3.36 2.32
H 1.24 -3.29 0.68
H 1.94 1.65 2.89
H 4.11 2.56 1.06
H 3.76 3.69 -1.98
H -1.29 6.36 -3.14
H 1.00 -2.98 2.89
H -4.39 0.60 4.57
H 2.22 -1.80 3.52
H 7.13 -3.71 3.49
H -1.94 0.18 0.35
H 0.44 0.58 0.37
H 5.18 0.50 -1.20
H -4.11 -1.05 4.77
H -1.25 3.92 -1.98
H -1.52 -0.47 5.10
H -0.81 -6.38 -2.99
H 4.52 -4.74 3.22
H 8.33 -6.85 6.70
H 0.50 -1.43 3.84
H -7.61 1.62 -0.72
H -3.37 -0.19 3.44
H -2.58 -2.44 -5.21
H -1.45 -2.37 -7.19
H 0.64 4.55 1.20
H -8.48 0.87 -2.07
H -5.27 0.04 -0.21
H -2.84 -0.18 -6.56
H -6.81 -0.77 -3.80
H 1.79 -0.62 -1.28
H 0.74 3.73 4.15
H 8.29 -5.53 4.58
H -9.17 -1.59 0.40
H 3.15 -3.55 -1.91
H -0.25 1.77 2.14
H -0.51 -2.19 1.26
H 6.97 -7.42 5.75
H 1.59 -3.19 -6.37
H 6.74 -6.36 7.17
H -0.61 -0.84 -3.70
H 2.22 0.67 -3.58
H -1.82 -1.01 -0.97
H 1.07 5.44 2.69
H 0.56 -2.58 -1.41
H -2.52 -6.17 -4.65
H 4.61 5.70 0.78
H -5.24 -0.99 -3.04
H 2.65 4.86 -1.38
H 0.33 -0.60 -1.97
H -1.64 0.48 -5.50
H 1.68 2.47 -1.81
H -2.52 5.74 -4.18
H 4.83 3.15 -0.45
H 1.21 -2.28 -4.93
H -0.61 -2.49 -3.70
H 7.24 5.15 1.35
H -9.50 -1.24 -1.23
H 5.29 5.63 2.39
H -2.13 -4.44 -4.84
H 6.97 4.50 -0.11
H -2.54 -2.21 -2.93
H -0.69 -0.58 1.99
*
```

Results of the Mulliken charge analysis, in e, for atoms 1 through 99: number 1, F, carries -0.266; number 2, F, carries -0.293; number 3, F, carries -0.300; number 4, F, carries -0.315; number 5, F, carries -0.204; number 6, F, carries -0.352; number 7, F, carries -0.245; number 8, F, carries -0.304; number 9, F, carries -0.170; number 10, F, carries -0.262; number 11, F, carries -0.261; number 12, F, carries -0.309; number 13, F, carries -0.285; number 14, F, carries -0.233; number 15, F, carries 0.123; number 16, F, carries -0.290; number 17, F, carries -0.349; number 18, F, carries -0.279; number 19, O, carries -0.605; number 20, O, carries -0.382; number 21, O, carries -0.263; number 22, O, carries -0.483; number 23, O, carries 0.006; number 24, O, carries -0.261; number 25, O, carries -0.351; number 26, O, carries -0.131; number 27, O, carries -0.446; number 28, O, carries -0.490; number 29, O, carries -0.451; number 30, O, carries -0.554; number 31, O, carries -0.479; number 32, O, carries -0.445; number 33, O, carries -0.395; number 34, O, carries -0.124; number 35, O, carries -0.427; number 36, N, carries -0.186; number 37, N, carries -0.696; number 38, N, carries 0.565; number 39, N, carries 1.614; number 40, N, carries -0.584; number 41, C, carries 0.611; number 42, C, carries -0.714; number 43, C, carries -0.146; number 44, C, carries 0.395; number 45, C, carries 0.070; number 46, C, carries 0.322; number 47, C, carries -0.009; number 48, C, carries 0.810; number 49, C, carries -0.927; number 50, C, carries -1.505; number 51, C, carries 0.113; number 52, C, carries -0.874; number 53, C, carries 0.395; number 54, C, carries -0.942; number 55, C, carries -0.980; number 56, C, carries -0.202; number 57, C, carries -1.017; number 58, C, carries 1.519; number 59, C, carries 1.916; number 60, C, carries -0.906; number 61, C, carries 0.452; number 62, C, carries -1.286; number 63, C, carries 0.767; number 64, C, carries -0.232; number 65, C, carries 0.609; number 66, C, carries 0.608; number 67, C, carries 0.047; number 68, C, carries -1.379; number 69, C, carries -1.146; number 70, C, carries -1.587; number 71, C, carries -0.572; number 72, C, carries 1.114; number 73, C, carries 1.722; number 74, C, carries -0.071; number 75, C, carries 0.761; number 76, C, carries -0.303; number 77, C, carries -0.948; number 78, C, carries -1.925; number 79, C, carries -1.516; number 80, C, carries -1.297; number 81, C, carries 0.925; number 82, C, carries 0.674; number 83, C, carries 0.985; number 84, C, carries -0.638; number 85, H, carries 0.395; number 86, H, carries 0.411; number 87, H, carries 0.248; number 88, H, carries 0.152; number 89, H, carries 0.435; number 90, H, carries 0.309; number 91, H, carries 0.303; number 92, H, carries 0.356; number 93, H, carries -0.018; number 94, H, carries 0.662; number 95, H, carries 0.325; number 96, H, carries 0.373; number 97, H, carries 0.314; number 98, H, carries 0.480; number 99, H, carries 0.307

***

ORCA calculation (ωB97M-V/def2-TZVPD) on a cluster of 2 separate species, C4H6N in total in a non-equilibrium geometry.

## Properties
E_HOMO (alpha / beta) ... -10.313 / -15.967 eV
E_LUMO (alpha / beta) ... -3.6 / -8.4 eV
Gap between HOMO and LUMO (alpha / beta) ... 6.746 / 7.559 eV
<S²> ... 2.005

ORCA input file:
```
! RIJCOSX wB97M-V def2-TZVPD def2/J DEFGRID3
* xyz 1 3
N 0.60 0.88 0.51
C 2.29 -0.78 -0.52
C 1.52 -0.04 0.01
C -1.49 -0.61 -0.10
C -2.53 -0.11 -0.37
H -0.62 -1.21 0.06
H -0.45 0.64 0.09
H 0.49 0.69 1.47
H 0.93 1.77 0.39
H 2.71 -1.60 -1.01
H -3.45 0.36 -0.54
*
```

Calculated atomic charges, method Mulliken, unit e: number 1, N, carries -0.188; number 2, C, carries -0.180; number 3, C, carries -0.180; number 4, C, carries -0.117; number 5, C, carries -0.604; number 6, H, carries 0.447; number 7, H, carries 0.194; number 8, H, carries 0.420; number 9, H, carries 0.340; number 10, H, carries 0.425; number 11, H, carries 0.445

***

ORCA calculation (ωB97M-V/def2-TZVPD) on an isolated molecule of C14H20N2O2S.

## Properties
E_HOMO ... -8.674 eV
E_LUMO ... 0.4 eV
Gap between HOMO and LUMO ... 9.101 eV

ORCA input file:
```
! RIJCOSX wB97M-V def2-TZVPD def2/J DEFGRID3
* xyz 0 1
S -1.32 2.45 -0.86
O 0.72 1.84 1.81
O -4.29 0.62 -0.02
N 1.78 1.78 -0.21
N -2.43 -0.63 -0.09
C -0.28 -0.89 -1.30
C -3.09 0.53 0.10
C 3.78 -1.01 1.18
C 4.52 -1.37 0.06
C 3.44 0.37 -1.19
C 2.87 0.03 1.12
C 4.35 -0.67 -1.12
C 0.88 2.25 0.68
C -0.02 3.32 0.09
C -1.01 -0.86 0.05
C -3.24 -1.79 -0.45
C -2.29 1.76 0.52
C -3.75 -2.52 0.79
C 2.69 0.72 -0.08
H 3.91 -1.55 2.10
H -4.33 -3.38 0.50
H -0.67 -1.68 -1.93
H 3.30 0.91 -2.12
H -4.38 -1.85 1.37
H -0.51 3.90 0.88
H 0.78 -1.06 -1.14
H -3.00 2.52 0.83
H -1.60 1.54 1.34
H 2.29 0.30 1.99
H -0.87 -1.83 0.55
H -2.63 -2.46 -1.06
H -0.41 0.06 -1.82
H 1.76 2.19 -1.14
H -4.08 -1.43 -1.03
H 0.49 3.98 -0.61
H 4.92 -0.94 -2.00
H 5.23 -2.18 0.12
H -0.56 -0.10 0.69
H -2.92 -2.84 1.42
*
```

Calculated atomic charges, method Mulliken, unit e: number 1, S, carries -0.112; number 2, O, carries -0.605; number 3, O, carries -0.661; number 4, N, carries 0.005; number 5, N, carries 0.253; number 6, C, carries -0.808; number 7, C, carries 0.466; number 8, C, carries -0.749; number 9, C, carries -0.455; number 10, C, carries -0.348; number 11, C, carries -0.200; number 12, C, carries -0.644; number 13, C, carries 0.505; number 14, C, carries -0.835; number 15, C, carries -0.792; number 16, C, carries -0.725; number 17, C, carries -0.458; number 18, C, carries -1.106; number 19, C, carries 0.343; number 20, H, carries 0.380; number 21, H, carries 0.387; number 22, H, carries 0.422; number 23, H, carries 0.333; number 24, H, carries 0.298; number 25, H, carries 0.407; number 26, H, carries 0.226; number 27, H, carries 0.373; number 28, H, carries 0.411; number 29, H, carries 0.470; number 30, H, carries 0.231; number 31, H, carries 0.296; number 32, H, carries 0.126; number 33, H, carries 0.232; number 34, H, carries 0.452; number 35, H, carries 0.404; number 36, H, carries 0.383; number 37, H, carries 0.392; number 38, H, carries 0.404; number 39, H, carries 0.298

***

no.,molecular weight (u)
1,85.1
2,1309.2
3,68.1
4,280.4